Below is the ion C5H7N4O2 with charge +1 at a distorted geometry, with properties calculated with ωB97M-V/def2-TZVPD.

The orbital gap comes out at 7.21 eV. Its SMILES is C[N+](C)=NNOC1=C(C#N)O1. The relative energy (zero: lowest compared OMol25 entry of this formula, charge and spin) is 201.2 kcal per mole. Its electronic energy is -563.63994 hartree. Its charge is +1. The multiplicity is 1.

```
18
Properties=species:S:1:pos:R:3:forces:R:3:lowdin_charge:R:1
C 1.7100 -1.8787 -0.7263 2.3 -1.4 -0.2 -0.0007
N 1.1298 -0.6052 -0.5090 -0.9 2.0 1.6 -0.1663
C 2.0526 0.3197 0.1777 -0.8 -1.5 1.1 0.0407
N -0.0711 -0.3531 -0.8120 0.7 -1.9 -0.8 0.1807
N -0.5607 0.7911 -0.6539 1.0 1.2 0.5 0.0633
O -1.7686 1.0275 -1.3459 1.3 0.7 -0.2 0.1783
C -2.7250 0.9996 -0.4403 -0.7 -1.3 3.1 -0.3697
C -3.0489 0.5319 0.7500 1.1 -0.6 -0.9 0.0156
C -2.8361 0.6157 2.1000 0.0 -0.1 0.7 -0.1959
N -2.6236 0.5158 3.2315 0.0 0.2 -0.1 0.1893
O -3.9093 1.4683 -0.2363 -0.9 1.3 -1.7 0.1813
H 2.3136 -1.6575 -1.6233 0.7 -0.6 0.6 0.1279
H 2.3186 -2.2932 0.1847 -1.2 1.1 -1.8 0.1627
H 1.0528 -2.6192 -1.0803 -1.4 -0.7 0.0 0.0892
H 3.0186 -0.1061 0.2552 1.0 -0.3 -0.9 0.1015
H 2.0539 1.2969 -0.1442 0.1 2.1 -1.4 0.0765
H 1.8271 0.3751 1.2153 -1.0 -0.1 1.1 0.1158
H 0.0663 1.5714 -0.3428 -1.5 -0.1 -0.6 0.2097
```
Positions in Å, forces in eV/Å.